{
  "formula": "C24H54BO26P2",
  "method": "wB97M-V/def2-TZVPD",
  "elements": ["C", "C", "O", "B", "O", "P", "O", "C", "C", "C", "C", "O", "O", "P", "O", "O", "O", "H", "H", "H", "H", "H", "H", "H", "H", "H", "H", "H", "H", "H", "H", "H", "H", "H", "H", "C", "O", "C", "O", "O", "C", "H", "H", "H", "H", "H", "H", "C", "O", "C", "O", "O", "C", "H", "H", "H", "H", "H", "H", "C", "O", "C", "O", "O", "C", "H", "H", "H", "H", "H", "H", "C", "O", "C", "O", "O", "C", "H", "H", "H", "H", "H", "H", "C", "O", "C", "O", "O", "C", "H", "H", "H", "H", "H", "H", "C", "O", "C", "O", "O", "C", "H", "H", "H", "H", "H", "H"],
  "xyz": [[-0.2806, 3.4850, -2.8857], [0.2786, 2.7558, -1.6655], [-0.3795, 1.5055, -1.5623], [0.3422, 0.5438, -0.8714], [0.7135, 0.8753, 0.4541], [0.9453, -1.1956, -1.5584], [2.5976, -0.7142, -1.1691], [1.1071, -0.5083, -3.3652], [2.1634, -1.3098, -4.1677], [2.2440, -0.7077, -5.5831], [1.0761, -1.1718, -6.4323], [0.6473, -2.2274, -6.3690], [0.5558, -0.2177, -7.2889], [-1.1303, -1.9484, -1.9287], [-2.1050, -0.9517, -2.4056], [-1.7807, -2.7704, -0.6408], [-1.0147, -3.0997, -3.1304], [0.0084, 4.5369, -2.8458], [0.0981, 3.0309, -3.7992], [-1.3671, 3.4346, -2.9143], [1.3470, 2.5892, -1.8418], [0.0954, 3.4015, -0.8044], [1.6331, 1.1620, 0.4343], [1.4504, -2.5004, -2.0000], [0.8375, -1.7195, -0.1951], [2.9076, -0.0280, -1.7707], [0.1347, -0.6344, -3.8480], [1.4474, 0.5308, -3.3636], [3.1391, -1.1850, -3.7064], [1.8555, -2.3484, -4.1901], [2.1978, 0.3779, -5.5201], [3.1926, -1.0015, -6.0376], [-0.1945, 0.1670, -6.8120], [-2.3602, -3.4292, -1.0503], [-0.2182, -3.6090, -2.9149], [-1.5628, -6.1220, -4.9894], [-1.3590, -7.4964, -4.6346], [-0.1074, -7.7831, -4.2957], [0.8124, -7.0067, -4.2662], [-0.0447, -9.0819, -3.9792], [1.2530, -9.5255, -3.5831], [-2.6146, -6.0022, -5.2332], [-1.3210, -5.4720, -4.1518], [-0.9680, -5.8532, -5.8604], [1.5866, -8.9981, -2.6904], [1.9693, -9.3920, -4.3927], [1.1712, -10.5853, -3.3552], [-3.2151, 0.6334, 0.8874], [-4.1666, 1.5088, 1.5172], [-4.1641, 2.7487, 1.0597], [-3.4643, 3.1887, 0.1839], [-5.0930, 3.4419, 1.7432], [-5.2150, 4.8063, 1.3547], [-3.3214, -0.3437, 1.3496], [-3.4180, 0.5411, -0.1783], [-2.1993, 0.9901, 1.0527], [-5.5121, 4.8854, 0.3095], [-4.2834, 5.3434, 1.5252], [-5.9913, 5.2463, 1.9761], [2.2310, 8.2779, 1.9293], [0.8554, 7.9205, 1.8147], [0.6490, 6.6506, 1.4350], [1.5073, 5.8430, 1.1992], [-0.6631, 6.4499, 1.3678], [-1.0452, 5.1229, 0.9716], [2.2716, 9.3192, 2.2415], [2.7248, 7.6670, 2.6843], [2.7376, 8.1801, 0.9703], [-0.6832, 4.3875, 1.6881], [-0.6731, 4.8971, -0.0255], [-2.1273, 5.0895, 0.9523], [1.4503, -6.3417, -0.8099], [2.2662, -7.2813, -0.0963], [2.3122, -7.0843, 1.2190], [1.7438, -6.2199, 1.8301], [3.1054, -8.0245, 1.7513], [3.2452, -7.9323, 3.1668], [1.4969, -6.6118, -1.8619], [0.4154, -6.4012, -0.4748], [1.8319, -5.3290, -0.6897], [2.2810, -8.0557, 3.6582], [3.6949, -6.9813, 3.4484], [3.9046, -8.7398, 3.4754], [-1.4872, -4.1041, 2.5147], [-2.6519, -4.1647, 3.3540], [-3.5541, -5.0615, 2.9788], [-3.4778, -5.7999, 2.0310], [-4.5783, -5.0080, 3.8428], [-5.6295, -5.9255, 3.5563], [-0.8319, -3.3402, 2.9228], [-0.9587, -5.0565, 2.5221], [-1.7572, -3.8246, 1.4990], [-5.2684, -6.9523, 3.6010], [-6.0657, -5.7195, 2.5798], [-6.3915, -5.7859, 4.3193], [1.4511, 9.3731, 5.5098], [2.1722, 10.5830, 5.2633], [3.0135, 10.9302, 6.2368], [3.2004, 10.3273, 7.2605], [3.6153, 12.0675, 5.8773], [4.5524, 12.5613, 6.8333], [0.8062, 9.1982, 4.6522], [2.1353, 8.5319, 5.6090], [0.8325, 9.4670, 6.4006], [5.3589, 11.8461, 6.9869], [4.0579, 12.7843, 7.7775], [4.9678, 13.4797, 6.4270]],
  "forces_ev_per_a": [[0.15, -0.08, 0.10], [-0.82, 0.45, -0.70], [0.59, -0.34, -0.20], [-0.79, 0.27, 0.78], [0.02, 0.47, -0.63], [0.77, 0.31, 0.97], [0.15, 0.30, 0.05], [0.61, -1.40, -0.21], [-0.87, 1.25, -0.09], [-0.05, -0.18, 0.26], [2.53, 4.10, 0.39], [-2.25, -5.08, -0.05], [-0.25, 0.53, -0.01], [-0.57, 0.24, -0.68], [-0.56, 0.34, -0.12], [0.52, -0.34, -0.70], [0.03, -0.16, 0.97], [0.10, 0.04, -0.14], [-0.01, 0.04, -0.13], [-0.07, -0.08, 0.17], [0.12, 0.25, 0.36], [0.39, -0.46, 0.23], [0.14, -0.39, 0.39], [-0.07, -0.22, -0.15], [0.12, -0.20, -0.12], [0.00, -0.15, -0.07], [-0.04, 0.47, -0.10], [-0.42, 0.20, 0.16], [0.11, -0.34, 0.19], [0.33, -0.25, -0.15], [0.26, 0.08, -0.07], [-0.09, 0.04, -0.37], [-0.05, 0.05, -0.28], [-0.18, -0.02, 0.28], [0.09, -0.04, -0.28], [-0.14, 0.37, -0.06], [0.00, -0.11, -0.07], [-0.15, 0.01, 0.07], [0.07, -0.11, 0.03], [-0.01, -0.02, -0.04], [0.18, -0.13, 0.08], [-0.02, -0.23, 0.07], [0.07, 0.04, -0.08], [0.12, 0.00, 0.10], [0.05, 0.07, -0.08], [0.01, 0.13, 0.05], [-0.19, 0.02, -0.04], [0.30, -0.34, -0.24], [-0.08, 0.03, 0.12], [-0.05, -0.22, 0.00], [-0.10, 0.20, 0.12], [0.01, 0.05, 0.01], [-0.10, 0.13, -0.03], [-0.17, 0.09, 0.13], [0.12, 0.11, -0.01], [-0.03, 0.09, -0.12], [0.14, 0.01, -0.03], [0.03, 0.00, -0.10], [-0.01, -0.16, 0.08], [0.22, 0.16, 0.06], [-0.02, 0.08, 0.05], [-0.21, -0.05, -0.03], [0.06, 0.06, 0.01], [0.06, 0.09, 0.06], [-0.14, -0.19, -0.03], [-0.22, 0.00, 0.00], [0.04, -0.10, -0.12], [0.02, -0.15, 0.04], [0.14, 0.00, -0.08], [0.03, 0.09, 0.14], [-0.01, 0.18, 0.00], [-0.16, 0.22, -0.29], [0.04, -0.09, 0.08], [-0.01, -0.02, -0.20], [0.00, -0.05, 0.08], [0.03, -0.04, -0.02], [0.08, -0.05, 0.22], [0.14, -0.12, 0.05], [0.05, 0.07, 0.13], [-0.07, 0.00, 0.12], [-0.01, 0.14, -0.01], [-0.13, 0.05, 0.00], [0.01, -0.04, -0.19], [0.36, 0.02, -0.24], [-0.11, -0.06, 0.09], [0.20, 0.20, 0.02], [-0.10, -0.06, 0.04], [-0.04, -0.01, 0.05], [-0.19, -0.09, 0.02], [-0.18, 0.04, 0.15], [-0.09, -0.03, -0.05], [0.00, -0.06, 0.02], [0.02, 0.01, -0.14], [0.09, -0.09, -0.05], [0.11, 0.13, 0.07], [-0.21, -0.28, -0.07], [0.02, 0.05, -0.03], [-0.05, 0.01, -0.10], [0.01, 0.03, 0.00], [-0.02, 0.00, -0.04], [0.18, 0.16, 0.11], [0.09, 0.19, -0.09], [0.02, 0.05, 0.14], [0.13, -0.02, 0.07], [-0.08, -0.05, 0.09], [0.02, -0.13, 0.03], [-0.12, -0.04, -0.15]],
  "homo_ev": -4.108,
  "largest_force_ev_per_a": 5.555,
  "total_charge": -1,
  "e_tot_ev": -98256.8978
}

***

{
  "formula": "C24H54BrN3",
  "method": "wB97M-V/def2-TZVPD",
  "elements": ["C", "C", "C", "N", "C", "C", "C", "C", "C", "H", "H", "H", "H", "H", "H", "H", "H", "H", "H", "H", "H", "H", "H", "H", "H", "H", "H", "C", "C", "C", "N", "C", "C", "C", "C", "C", "H", "H", "H", "H", "H", "H", "H", "H", "H", "H", "H", "H", "H", "H", "H", "H", "H", "H", "C", "C", "C", "N", "C", "C", "C", "C", "C", "H", "H", "H", "H", "H", "H", "H", "H", "H", "H", "H", "H", "H", "H", "H", "H", "H", "H", "Br"],
  "xyz": [[4.4705, 2.5103, -2.1225], [3.0142, 2.9838, -2.4302], [1.9884, 1.8104, -2.0604], [0.4984, 2.2254, -2.3492], [0.0978, 3.3935, -1.4293], [0.1699, 2.6262, -3.8356], [-1.3027, 2.2150, -4.0357], [-1.6469, 1.3157, -2.9776], [-0.3453, 0.9913, -2.1742], [5.2355, 3.2284, -2.4177], [4.6302, 1.6700, -2.7981], [4.5656, 2.1517, -1.0976], [2.9269, 3.2991, -3.4700], [2.8239, 3.9519, -1.9668], [2.0431, 1.4609, -1.0294], [2.3021, 0.9767, -2.6886], [-0.8539, 3.7814, -1.7923], [0.8657, 4.1622, -1.5168], [0.2141, 3.1452, -0.3743], [0.5497, 3.6381, -3.9770], [0.7502, 1.8923, -4.3948], [-1.9374, 3.0900, -3.8954], [-1.5397, 1.8382, -5.0306], [-2.3769, 1.6805, -2.2549], [-2.2145, 0.4370, -3.2840], [-0.4970, 0.9114, -1.0977], [0.1397, 0.0644, -2.4804], [0.9580, 2.9273, 5.9614], [0.6102, 2.4492, 4.5472], [1.1797, 1.0095, 4.3193], [1.1630, 0.3895, 2.9608], [-0.1675, 0.5187, 2.1864], [1.7033, -1.0556, 2.9754], [3.2598, -1.0555, 3.0467], [3.5212, 0.1859, 2.1930], [2.2906, 1.1453, 2.2516], [2.0301, 3.0798, 6.0853], [0.7812, 2.3008, 6.8358], [0.5906, 3.9432, 6.1062], [0.9728, 3.1232, 3.7711], [-0.4707, 2.4551, 4.4066], [0.5651, 0.2859, 4.8548], [2.1549, 0.8877, 4.7907], [-0.0728, 0.0837, 1.1914], [-0.4536, 1.5701, 2.1600], [-0.9042, -0.1566, 2.6214], [1.3929, -1.5759, 2.0692], [1.2395, -1.5712, 3.8163], [3.7733, -1.8888, 2.5672], [3.6069, -0.9212, 4.0712], [3.7181, -0.0926, 1.1577], [4.5293, 0.5362, 2.4145], [2.0487, 1.4466, 1.2324], [2.5619, 2.0375, 2.8158], [-3.9752, 0.0937, -0.0760], [-3.5346, -1.4083, 0.1464], [-2.6378, -1.9914, -0.9666], [-2.1232, -3.4209, -0.7471], [-1.5277, -3.5184, 0.6772], [-1.0551, -3.7528, -1.7796], [-1.8150, -4.5770, -2.8267], [-2.8554, -5.4064, -2.0432], [-3.2609, -4.4924, -0.8578], [-4.2173, 0.2075, -1.1327], [-3.0754, 0.7071, -0.1232], [-4.6069, 0.4788, 0.7245], [-4.4346, -2.0173, 0.2320], [-2.9263, -1.4197, 1.0508], [-1.7695, -1.3325, -0.9770], [-2.8901, -1.9009, -2.0231], [-2.3495, -3.2825, 1.3533], [-0.6563, -2.8714, 0.7772], [-1.3039, -4.5776, 0.8045], [-0.3256, -4.4509, -1.3690], [-0.5196, -2.9339, -2.2599], [-1.1367, -5.1638, -3.4461], [-2.3024, -3.7582, -3.3558], [-2.3571, -6.3438, -1.7962], [-3.6926, -5.8176, -2.6072], [-3.4052, -4.9148, 0.1366], [-4.1470, -3.9079, -1.1052], [1.7472, -1.7356, -0.8388]],
  "forces_ev_per_a": [[-1.14, -0.38, -1.02], [-0.03, -0.29, 0.76], [0.61, 2.39, -1.35], [0.86, -0.23, -0.28], [1.02, -0.50, -0.85], [0.94, -1.56, 0.91], [0.06, 3.38, -1.50], [-0.66, -2.93, 3.53], [-1.30, 0.41, 0.33], [-0.23, 0.22, 0.43], [0.24, -0.30, 0.21], [0.19, 0.24, -0.03], [0.00, -0.73, -0.36], [-0.16, -0.24, 0.78], [-0.13, 0.21, -0.01], [-0.69, -0.17, -0.04], [-0.04, -0.15, 0.58], [-0.20, 0.04, -0.61], [-0.79, -0.57, -0.10], [-0.50, -0.11, -0.29], [0.40, 0.39, -0.19], [0.04, 0.28, -0.46], [0.53, 0.05, 0.00], [0.10, 0.81, -0.01], [0.66, -0.45, -0.36], [-0.21, -0.25, -0.04], [0.53, 0.40, -0.20], [1.21, 0.84, -0.08], [0.08, -1.27, -0.20], [-1.89, -0.78, 1.59], [1.70, 0.80, -2.05], [0.84, -0.73, 0.66], [0.00, -1.26, 0.71], [-1.47, 1.43, -0.37], [0.88, -0.09, -0.74], [1.80, -0.14, -0.50], [0.36, -0.05, -0.51], [-0.94, -0.25, -0.41], [-0.48, -0.24, 0.20], [0.35, 0.23, 0.24], [-0.10, -0.24, 0.11], [-0.28, 0.29, 0.60], [0.28, 0.16, -0.60], [0.79, 0.31, -0.18], [-0.12, -0.26, 0.13], [-0.08, 0.50, 0.69], [-0.08, 0.46, -0.29], [-0.10, 0.14, 0.09], [-0.57, -0.29, 0.27], [0.02, -0.12, -0.06], [-0.75, -0.40, -0.17], [-0.37, 1.06, 0.64], [-0.47, -0.20, 0.16], [-0.42, -0.06, -0.02], [2.02, -1.23, -0.93], [-0.51, 0.48, -0.69], [1.07, 0.74, 0.03], [0.60, 0.74, 1.27], [-0.95, -0.52, -0.98], [-0.16, -2.18, -0.61], [-0.92, 1.22, 0.39], [0.84, -0.32, 0.16], [0.47, 0.69, -0.89], [-1.45, 0.06, 0.25], [0.43, 0.14, 0.72], [-0.34, -0.17, -0.61], [0.01, -0.03, 0.44], [-0.42, -0.22, 0.14], [0.68, -0.35, 0.33], [-1.12, -0.35, 0.14], [0.35, 0.06, 0.09], [-0.04, -0.07, -0.18], [0.40, 0.20, 0.07], [0.10, 0.53, 0.72], [-0.28, 0.35, 0.77], [-0.26, 0.19, -0.09], [-0.35, -0.59, -1.00], [0.17, 0.13, 0.91], [-0.24, 0.79, -0.16], [0.13, -0.27, -0.31], [-0.06, -0.20, -0.05], [-0.44, 0.39, 0.33]],
  "homo_ev": -12.890,
  "largest_force_ev_per_a": 4.632,
  "total_charge": 2,
  "e_tot_ev": -100260.9525
}

***

Looking at gap between HOMO and LUMO for the records above, in order, we have 5.9, 8.5 eV.